{
  "formula": "C28H39BCl3N9OSiTm",
  "method": "wB97M-V/def2-TZVPD",
  "s2": 2.0021,
  "largest_force_ev_per_a": 1.534,
  "gap_ev": [9.40, 9.39],
  "charge": 1,
  "energy_ha": -4438.71981,
  "e_lumo_ha": [-0.067, -0.068],
  "multiplicity": 3,
  "elements": ["Tm", "Cl", "Cl", "Cl", "Si", "O", "N", "N", "N", "N", "N", "N", "N", "N", "N", "C", "C", "C", "C", "C", "C", "C", "C", "C", "C", "C", "C", "C", "C", "C", "C", "C", "C", "C", "C", "C", "C", "C", "C", "C", "C", "C", "C", "B", "H", "H", "H", "H", "H", "H", "H", "H", "H", "H", "H", "H", "H", "H", "H", "H", "H", "H", "H", "H", "H", "H", "H", "H", "H", "H", "H", "H", "H", "H", "H", "H", "H", "H", "H", "H", "H", "H", "H"],
  "xyz": [[0.402016, -0.063808, -0.736673], [-3.218384, -1.899508, -2.624673], [-2.725484, -4.562708, -0.749073], [-0.128284, -2.512208, -1.659873], [-2.221884, -2.659708, -1.066373], [-1.626384, -0.440108, -0.501273], [1.096316, 2.592792, 0.614827], [-2.218884, -1.536908, 0.213727], [-2.147984, 2.575992, -3.596073], [2.151116, -0.402008, 1.008127], [2.721416, 1.854792, -1.199373], [-0.027584, 1.842192, 0.550927], [-0.613484, 1.485792, -2.458173], [2.794116, 0.797892, 1.099027], [2.222816, 0.840192, -1.951773], [2.428216, -2.645508, 2.205927], [3.759416, 0.738092, 2.026027], [-1.186784, 3.489292, -3.279973], [-0.243484, 2.802292, -2.575873], [3.481416, 2.656892, -1.959273], [-2.465484, 2.151892, 0.955027], [-1.820384, -1.481908, 1.608927], [1.935716, -3.422408, 0.989927], [-1.985084, -4.957108, 3.105627], [3.481916, 2.174092, -3.244473], [2.749716, -1.211708, 1.901627], [1.547416, 1.044592, -5.388873], [0.795816, 3.824992, 1.050027], [-1.044884, 2.624492, 0.937527], [-3.350584, 3.069692, 0.107327], [2.676116, 1.031692, -3.199373], [-3.360484, -3.499508, 4.412427], [-1.679884, -3.912208, 2.253827], [-0.559984, 3.894592, 1.266327], [-3.021584, 2.080092, 2.382227], [-2.219984, -2.649908, 2.465327], [-3.051984, -2.451808, 3.561227], [2.347416, 0.192792, -4.395573], [-1.769084, 1.391992, -3.085873], [-2.830984, -4.757408, 4.183127], [3.768716, -0.523708, 2.564127], [1.569616, -1.069908, -4.051973], [1.430916, -2.736508, 3.368427], [2.512116, 2.084592, 0.309727], [2.094416, -1.652208, -3.292973], [-3.056384, -5.571308, 4.854527], [0.676616, 3.175892, -2.171973], [3.366716, -3.100608, 2.545627], [0.561016, -0.807208, -3.714573], [-1.243484, 4.522092, -3.557573], [1.849716, -4.477408, 1.243227], [1.329916, 0.474592, -6.288473], [-4.022584, 1.651692, 2.362627], [0.483016, -2.273908, 3.110927], [-1.115684, 4.731792, 1.631627], [-3.085884, 3.076492, 2.814027], [3.298516, -0.090808, -4.863173], [-0.709784, -1.344008, 1.629727], [-1.545884, -5.927708, 2.939327], [-2.997484, 2.765892, -4.104573], [3.972916, 3.513692, -1.547573], [0.955016, -3.063608, 0.673327], [4.378816, 1.584792, 2.243427], [0.609616, 1.355692, -4.932773], [-2.978684, 3.134592, -0.912973], [1.473516, -1.685308, -4.942773], [3.281416, 2.912092, 0.661627], [3.998116, 2.573092, -4.092373], [-4.362884, 2.672592, 0.085427], [-1.005584, -4.078008, 1.427827], [4.416616, -0.911008, 3.321227], [-3.444184, -1.467008, 3.769327], [-2.482884, 1.156392, 0.503127], [-2.349484, 0.494892, -3.183473], [1.553516, 4.570292, 1.172627], [2.100016, 1.936292, -5.669773], [1.822516, -2.231108, 4.247327], [2.637216, -3.324808, 0.160727], [1.241616, -3.776708, 3.622627], [-2.391784, 1.469192, 3.027127], [-2.274084, -0.576608, 2.022727], [-4.005784, -3.329608, 5.260527], [-3.381584, 4.071792, 0.527627]],
  "atomic_forces_ev_per_a": [[0.263, 0.905, 0.090], [-0.382, -0.167, -0.480], [-0.030, -0.156, -0.117], [-0.164, -1.274, -0.404], [0.715, 1.080, 0.823], [-0.820, -0.507, 0.374], [0.211, 0.634, 0.288], [-0.225, -0.301, -0.620], [-0.137, -0.187, -0.081], [-0.314, -0.131, -0.304], [0.477, 0.461, -0.030], [0.037, -0.096, -0.103], [-0.259, -0.278, 0.173], [0.397, 0.255, 0.298], [0.052, -0.058, -0.337], [-0.342, -0.096, -0.119], [-0.129, -0.279, 0.018], [0.544, 0.135, 0.309], [0.026, 0.402, -0.201], [-0.102, -0.170, -0.189], [-0.192, -0.097, -0.005], [0.300, 0.190, -0.011], [0.158, 0.149, 0.188], [0.065, -0.117, -0.059], [-0.158, -0.184, 0.213], [0.306, 0.014, 0.118], [0.188, -0.091, 0.026], [-0.191, -0.175, -0.096], [-0.144, -0.040, -0.045], [0.158, -0.206, 0.055], [0.211, 0.156, -0.052], [-0.032, -0.018, 0.036], [-0.063, 0.073, 0.088], [0.016, -0.267, -0.023], [0.165, -0.054, -0.219], [0.088, 0.020, -0.032], [0.019, 0.021, -0.088], [-0.279, -0.103, 0.021], [-0.160, -0.349, 0.061], [0.004, 0.053, 0.059], [-0.220, 0.074, -0.207], [0.261, 0.256, -0.024], [0.240, 0.015, -0.072], [-0.259, -0.442, 0.050], [-0.104, -0.071, 0.043], [-0.039, -0.089, 0.046], [0.155, 0.061, 0.123], [-0.090, 0.115, -0.097], [0.090, -0.082, -0.013], [-0.035, 0.132, -0.073], [-0.096, -0.076, -0.056], [-0.037, -0.047, -0.104], [-0.071, -0.013, 0.048], [-0.114, 0.046, -0.025], [-0.152, 0.204, 0.056], [-0.009, 0.091, 0.113], [-0.103, 0.035, 0.072], [-0.439, -0.073, 0.192], [0.036, -0.154, -0.044], [0.073, -0.125, 0.036], [0.105, 0.160, 0.212], [0.051, -0.065, 0.033], [0.059, 0.209, -0.044], [-0.117, 0.037, 0.004], [0.028, 0.040, -0.130], [-0.112, -0.124, -0.017], [0.158, 0.211, 0.028], [0.112, 0.077, -0.188], [-0.123, 0.031, -0.031], [0.153, -0.027, -0.052], [0.162, -0.101, 0.179], [-0.076, 0.123, -0.056], [-0.002, 0.223, 0.141], [-0.093, -0.076, 0.050], [0.259, 0.124, 0.050], [0.018, 0.106, -0.080], [0.019, 0.035, 0.114], [-0.061, -0.019, -0.096], [-0.042, -0.097, 0.042], [0.037, -0.020, 0.086], [0.203, -0.025, -0.019], [-0.062, 0.019, 0.074], [-0.040, 0.156, 0.013]],
  "lowdin_spin": [2.01, 0.00, 0.00, 0.00, 0.00, 0.00, 0.00, 0.00, 0.00, 0.00, 0.00, 0.00, 0.00, 0.00, 0.00, 0.00, 0.00, 0.00, 0.00, 0.00, 0.00, 0.00, 0.00, 0.00, 0.00, 0.00, 0.00, 0.00, 0.00, 0.00, 0.00, 0.00, 0.00, 0.00, 0.00, 0.00, 0.00, 0.00, 0.00, 0.00, 0.00, 0.00, 0.00, 0.00, 0.00, 0.00, 0.00, 0.00, 0.00, 0.00, 0.00, 0.00, 0.00, 0.00, 0.00, 0.00, 0.00, 0.00, 0.00, 0.00, 0.00, 0.00, 0.00, 0.00, 0.00, 0.00, 0.00, 0.00, 0.00, 0.00, 0.00, 0.00, 0.00, 0.00, 0.00, 0.00, 0.00, 0.00, 0.00, 0.00, 0.00, 0.00, 0.00]
}